Below is C32H55ClLuN3O2P as an isolated structure at a distorted geometry, with properties calculated with ωB97M-V with the def2-TZVPD basis set.

E = -3604.00478 hartree
Total charge = -1
Strongest force on any atom = 7.1 eV/A
Orbital gap (alpha / beta) = 3.80 / 3.54 eV
HOMO level (alpha / beta) = -1.181 / -0.824 eV

The geometry in XYZ format:
```
95
C32H55ClLuN3O2P (ωB97M-V with the def2-TZVPD basis set)
H 2.0461 3.4972 2.2337
H -3.0598 2.0811 -2.7700
H 3.4156 -0.2754 2.4564
H 0.5719 -3.4268 1.1847
H -3.5917 0.3298 2.7182
C -1.7804 -0.5141 4.6650
C 1.8172 -2.3888 3.0667
H -0.7114 3.1226 1.9013
C -2.5543 0.7318 2.7176
O -0.9370 3.9354 -2.2996
H -2.8637 -0.6807 4.8652
C -0.8093 2.2630 -6.0679
C -0.9362 -0.2365 -6.0169
H -2.6161 1.5448 3.4516
C -1.2077 -1.4642 -5.4215
H -1.6133 2.9960 -6.1415
C -1.8892 -1.4678 -4.2071
C -2.2529 -0.2515 -3.6193
C 0.1092 3.9967 -1.2874
C -1.9380 0.9731 -4.2173
C 0.0086 -2.8146 0.4807
C 1.4097 -1.1991 5.1534
H 2.5756 -2.9943 3.6114
H -2.8762 -0.2585 -2.7362
C 2.1334 2.5363 2.7837
H -2.3539 1.2065 1.7558
C 1.2295 2.0465 -0.1073
H 0.2163 -5.1495 -0.6422
H 1.4451 0.9874 -0.2409
N -0.2713 -2.2294 -1.8831
C 2.0878 2.8188 -2.3370
H 1.1985 -4.7519 -2.0740
C -1.9877 -1.6968 2.5584
H 0.1030 -3.1525 -5.4231
C -1.2592 0.9844 -5.4335
H -2.1186 -1.6341 1.4825
H 0.7165 4.8739 -1.4861
C 1.7057 -0.9829 3.6432
H 2.6384 -3.2084 -0.3688
C 0.8368 2.1543 4.8384
H 0.4138 2.1378 0.6042
H 3.2174 0.5715 4.0528
C -1.5278 -0.3549 3.1427
H -2.3005 -3.5865 -4.0855
C 2.0250 -2.5497 -0.9837
H 0.0212 4.1038 3.1705
C 3.1233 -0.3863 3.5214
H -0.2737 -2.5375 -7.0220
H 2.1313 -1.5366 -0.6030
H 1.7946 2.8569 -3.3851
H 2.2811 -1.6723 5.6560
H 0.8565 -2.9204 3.1918
H -1.3117 -2.5199 2.8543
N 0.8500 -0.1426 1.0218
C 0.7569 2.0209 3.2922
H 2.1660 -2.3300 2.0178
O -0.8199 -4.3646 -2.2494
H -0.0877 1.8578 5.3488
H 2.3960 -2.5527 -2.0037
C 0.3812 -4.4236 -1.4323
P 0.3701 0.1348 2.6755
H 0.6117 -1.9372 5.3080
C -2.1412 -2.7297 -3.4364
C 0.8693 2.6720 -1.4386
H 1.1573 -0.3021 5.7260
H -3.0418 -2.6232 -2.8278
H 2.1226 2.5191 0.3008
H -0.3784 4.0890 -0.3172
H -1.5131 0.3754 5.2452
H -1.2231 2.9875 3.5737
H 0.0643 -1.7762 0.7910
H 3.8776 -1.0504 3.9978
H -1.3097 -1.4024 5.0898
H 1.0101 3.2145 5.1313
Lu -0.2323 -0.1906 -2.0726
C -0.3406 3.0796 2.9309
H -1.4653 -3.4864 -6.1452
H 2.7528 1.9702 -2.2110
Cl -1.8385 0.0588 -0.3284
H -2.4778 3.0680 -4.0932
H -0.0064 2.7212 -5.4894
H -0.4284 2.0891 -7.0705
H 2.6217 3.7373 -2.0934
C -1.0531 2.6304 -2.6145
C -2.2184 2.2304 -3.4492
H 2.6475 1.7852 2.1687
C -1.0255 -3.0568 -2.5032
H -0.3870 -0.2300 -6.9498
N -0.1520 1.8506 -2.1482
C -0.6913 -2.7260 -6.0369
C 0.5783 -2.9898 -0.9193
H -3.0033 -1.9711 2.9217
H -1.0383 -3.1080 0.5197
H 1.6976 1.6215 5.2664
H 2.8502 2.7767 3.5992
```